[1]
The following is a quantum chemistry calculation of an isolated ion of composition C5H4N3O6S and charge -1 at a distorted geometry, from OMol25.

Results
- E: -1206.67726 hartree
- Charge: -1
- HOMO-LUMO gap (alpha / beta): 4.8 / 5.7 eV
- Lowest unoccupied orbital energy (alpha / beta): 3.15 / 1.42 eV
- Spin multiplicity: 3

Geometry (Å):
S1 0.510299 2.893335 0.756672
O1 0.973402 3.241534 -0.740586
O2 -2.820128 -2.825899 -0.936315
O3 0.578501 -2.348599 1.449913
O4 -0.293142 1.076582 -1.666117
O5 -0.799996 3.336396 0.956485
O6 1.586869 3.328990 1.636208
N1 -0.422964 -3.160705 -1.013333
N2 -1.605024 -2.669460 -1.140388
N3 0.006090 -0.846865 -0.298090
C1 0.528275 1.142587 0.615988
C2 0.056201 0.556670 -0.609899
C3 0.707983 0.177544 1.562617
C4 0.368498 -1.082026 1.079987
C5 -0.393641 -1.717432 -1.323479
H1 -0.348102 -1.457760 -2.314665
H2 0.233887 -3.022143 0.808750
H3 0.747585 0.490059 2.622850
H4 0.385407 2.887191 -1.446597

Forces on atoms 1 to 2 (eV/Å):
3.705 -1.143 -0.408
0.238 0.631 0.681


[2]
The following is a quantum chemistry calculation of C5H4N4O6 as an isolated structure at a distorted geometry, from OMol25.

Results
- E: -862.85574 hartree
- HOMO-LUMO gap (alpha / beta): 6.9 / 5.8 eV
- Relative energy (zero: lowest compared OMol25 entry of this formula, charge and spin): 412.2 kJ/mol
- Lowest unoccupied orbital energy (alpha / beta): -3.12 / -3.63 eV

Geometry (Å):
O1 0.412285 0.744480 2.499190
O2 0.431241 2.727606 1.664568
O3 -2.273883 -0.034389 2.538443
O4 -0.754863 2.574868 -0.826500
O5 -2.192844 -0.699795 0.560827
O6 -2.546393 1.415356 -0.854055
N1 -1.945163 0.073712 1.410012
N2 -0.037359 1.637320 1.730066
N3 -0.000847 -1.502898 -0.878834
N4 -1.519631 1.770688 -0.325278
C1 1.042065 -2.203152 -1.370924
C2 0.542863 -0.245892 -0.799067
C3 2.187382 -1.400599 -1.149439
C4 -1.166036 1.246908 0.942668
C5 1.887414 -0.199425 -0.678462
H1 -0.969814 -1.645933 -0.840477
H2 2.741452 0.584432 -0.487058
H3 3.228626 -1.668128 -1.342467
H4 0.933504 -3.175159 -1.793213

Forces on atoms 1 to 2 (eV/Å):
-0.925 0.940 -1.289
0.131 1.375 -0.527


[3]
The following is a quantum chemistry calculation of an isolated ion of composition C5H4N4OP and charge +1 at a distorted geometry, from OMol25.

Results
- E: -828.12254 hartree
- Charge: +1
- HOMO-LUMO gap: 7.0 eV
- Relative energy (zero: lowest compared OMol25 entry of this formula, charge and spin): 0.0 kJ/mol
- SMILES: O=P/C1=N\C=N/C=C=[N+]=CN1
- Lowest unoccupied orbital energy: -5.59 eV

Geometry (Å):
P1 0.947544 -2.282602 1.867512
O1 2.150759 -1.500872 2.066501
N1 0.623620 2.300673 -0.042877
N2 -0.554368 -0.027649 -1.435924
N3 -1.101214 -1.623618 0.088087
N4 -0.086430 0.284914 1.032664
C1 -0.256342 -0.981701 1.094594
C2 -1.201282 -1.086647 -1.137708
C3 0.785486 1.995097 -1.341433
C4 0.119814 1.534600 0.927837
C5 0.114318 0.909368 -1.709118
H1 0.064930 1.922345 1.863433
H2 1.562174 2.682920 -1.859267
H3 -1.638587 -1.691639 -1.877252
H4 -1.530423 -2.435190 0.462952

Forces on atoms 1 to 2 (eV/Å):
-0.880 -0.406 0.115
0.859 0.577 0.187


[4]
The following is a quantum chemistry calculation of an isolated ion of composition C5H4NO2 and charge -1 at a distorted geometry, from OMol25.

Results
- E: -398.09831 hartree
- Charge: -1
- HOMO-LUMO gap: 7.0 eV
- Relative energy (zero: lowest compared OMol25 entry of this formula, charge and spin): 271.8 kJ/mol
- SMILES: O=C1C[C@H]2NC([O-])=C12
- Lowest unoccupied orbital energy: 4.16 eV

Geometry (Å):
O1 -1.038160 -2.420666 -0.965973
O2 -1.405115 1.404953 -1.608263
N1 -0.056998 -1.172797 0.757978
C1 0.160431 1.258271 0.322970
C2 0.534634 -0.253475 -1.157073
C3 -0.472761 0.887665 -1.003072
C4 -0.425422 -1.506177 -0.533145
C5 0.855113 -0.104650 0.391135
H1 -0.458872 1.420062 1.120520
H2 0.826697 2.006430 0.154544
H3 1.776027 -0.094874 0.841841
H4 -0.295575 -1.424744 1.678539

Forces on atoms 1 to 2 (eV/Å):
-1.615 -1.284 -0.383
0.521 -0.553 0.238


[5]
The following is a quantum chemistry calculation of a 2-piece molecular cluster, C5H4NO2S overall at a distorted geometry, from OMol25.

Results
- E: -796.28262 hartree
- Charge: -1
- HOMO-LUMO gap: 7.5 eV
- Relative energy (zero: lowest compared OMol25 entry of this formula, charge and spin): 280.5 kJ/mol
- Lowest unoccupied orbital energy: 3.22 eV

Geometry (Å):
S1 0.366353 3.345095 1.429842
O1 0.824892 -2.862729 -0.392419
O2 -0.205891 -1.738607 -2.125670
N1 -0.417317 -1.049172 0.027168
C1 1.098190 0.635845 1.578581
C2 -1.756705 0.964276 -0.516420
C3 -1.108484 -0.051420 -0.386066
C4 0.128999 -1.923221 -0.761019
C5 0.814087 1.862421 1.445616
H1 1.943324 0.022234 1.894432
H2 0.472201 -0.210468 1.028234
H3 -2.141759 1.824944 -0.919498
H4 -0.017890 -0.819198 -2.302782

Forces on atoms 1 to 2 (eV/Å):
-0.352 1.714 -0.152
-0.349 0.379 -0.819


[6]
The following is a quantum chemistry calculation of an isolated ion of composition C5H4NO4 and charge -1 at a distorted geometry, from OMol25.

Results
- E: -548.55816 hartree
- Charge: -1
- HOMO-LUMO gap (alpha / beta): 5.8 / 5.8 eV
- Relative energy (zero: lowest compared OMol25 entry of this formula, charge and spin): 415.5 kJ/mol
- Lowest unoccupied orbital energy (alpha / beta): 3.29 / 3.29 eV

Geometry (Å):
O1 -1.380932 0.957852 -2.476919
O2 3.281431 1.665293 1.035778
O3 1.205678 -0.307848 2.489850
O4 -0.687403 -1.098843 -2.739011
N1 0.236690 -0.106390 0.302034
C1 -0.616823 -0.103593 -2.024714
C2 1.206192 0.291018 1.308344
C3 -0.866486 -0.815050 0.894232
C4 2.383906 0.883518 1.048815
C5 0.344056 0.195187 -0.974582
H1 -1.851175 -0.305643 0.783754
H2 -0.876106 -1.820380 0.280819
H3 -0.598369 -0.962764 1.942778
H4 -1.780658 1.527643 -1.871178

Forces on atoms 1 to 2 (eV/Å):
0.553 -1.186 -1.917
-0.374 -0.469 0.155


[7]
The following is a quantum chemistry calculation of an isolated ion of composition C5H4NOS2 and charge -1 at a distorted geometry, from OMol25.

Results
- E: -1119.25185 hartree
- Charge: -1
- HOMO-LUMO gap: 6.3 eV
- Relative energy (zero: lowest compared OMol25 entry of this formula, charge and spin): 68.7 kJ/mol
- Lowest unoccupied orbital energy: 3.29 eV

Geometry (Å):
S1 2.354893 -1.299440 -1.442066
S2 0.679434 3.308703 2.086910
O1 3.161949 1.006984 0.543863
N1 -0.687043 1.215232 1.291390
C1 2.045280 0.691164 0.309902
C2 -0.960666 0.219008 0.431860
C3 1.360932 -0.237107 -0.293007
C4 -0.046993 -0.477869 -0.286239
C5 0.454965 1.873907 1.373223
H1 -1.455550 1.430955 2.047708
H2 -1.932178 -0.096874 0.384841
H3 -0.295404 -1.482105 -0.713773
H4 3.384902 -0.693191 -0.741833

Forces on atoms 1 to 2 (eV/Å):
0.600 1.117 1.476
0.123 0.599 0.779


[8]
The following is a quantum chemistry calculation of C5H4O as an isolated structure at a distorted geometry, from OMol25.

Results
- E: -267.88854 hartree
- HOMO-LUMO gap (alpha / beta): 8.7 / 8.7 eV
- Relative energy (zero: lowest compared OMol25 entry of this formula, charge and spin): 587.6 kJ/mol
- Lowest unoccupied orbital energy (alpha / beta): 0.23 / 0.23 eV

Geometry (Å):
O1 -2.015905 -0.847165 0.016397
C1 0.467621 -0.833459 -0.076522
C2 1.897914 -0.914813 0.049007
C3 -0.733295 -0.394459 -0.122995
C4 -1.826438 0.608938 0.042462
C5 2.035375 0.384984 -0.021389
H1 1.518669 1.267514 -0.151195
H2 2.534471 -1.697934 0.212130
H3 -1.807544 1.183625 0.917577
H4 -2.070867 1.242773 -0.865471

Forces on atoms 1 to 2 (eV/Å):
-0.629 0.553 0.085
2.366 0.552 0.121